Entry 1:
ORCA calculation (wB97M-V/def2-TZVPD) on C16H18Br3N3O10V as an isolated structure at a distorted geometry.

Summary:
HOMO-LUMO gap, eV: 3.10
LUMO level, eV: 0.556

```
! RIJCOSX wB97M-V def2-TZVPD def2/J DEFGRID3
* xyz -1 1
O 17.9062 9.9930 13.2327
V 19.2455 9.1586 13.3464
O 19.0381 7.6461 13.7916
O 23.0171 8.8442 9.3789
C 21.6161 8.4426 9.1805
C 20.4387 9.2228 9.9821
O 20.3830 9.3063 11.3946
H 21.3422 7.3900 9.2517
H 21.4316 8.5543 8.1121
H 19.5045 8.7530 9.6744
H 20.4775 10.2530 9.6280
C 20.8743 5.0448 11.0437
N 21.2766 5.2985 12.3914
O 21.4104 6.5247 12.6091
O 21.2170 4.4080 13.2207
H 20.3368 5.9190 10.6761
H 20.1872 4.1988 11.0306
H 21.7524 4.9199 10.4100
C 23.2492 17.3265 11.1074
C 23.7670 16.5856 12.1592
C 23.6842 15.1738 12.1619
C 22.9489 14.4470 11.2574
C 22.3515 15.2575 10.2417
C 22.4481 16.6223 10.1834
N 22.9615 13.0004 11.1214
O 23.5995 12.3478 11.9399
O 22.3861 12.4645 10.2542
H 23.4428 18.3871 11.0446
H 24.3879 17.0778 12.8931
H 24.2524 14.6554 12.9200
H 21.9011 14.8654 9.3418
H 21.9059 17.1069 9.3849
C 19.8366 14.0976 6.8179
C 20.9939 14.8058 6.3819
C 22.2576 14.3695 6.6572
C 22.3952 13.1445 7.3316
C 21.3007 12.3701 7.6407
C 20.0191 12.7971 7.2874
N 23.7838 12.6986 7.6301
O 24.7190 13.5358 7.5834
O 23.9038 11.5214 7.9193
H 18.8301 14.3661 6.5327
H 20.9414 15.7493 5.8591
H 23.0759 14.9757 6.2976
H 21.3958 11.3687 8.0338
H 19.2093 12.0854 7.2229
C 18.3866 13.0168 11.0868
Br 17.2346 13.0838 12.6709
Br 19.0249 14.7804 10.4663
Br 17.3362 11.9590 9.7878
H 19.1949 12.3353 11.3518
*
```

Results of the Mulliken charge analysis, in e, for atoms 1 through 5: -0.688 1.683 -0.677 -0.881 -0.346

***

Entry 2:
ORCA calculation (wB97M-V/def2-TZVPD) on C16H18BrCdIN6O3S as an isolated structure.

Summary:
HOMO-LUMO gap, eV: 7.66
Energy above the lowest of the compared OMol25 structures with the same formula, charge and spin, kcal per mole: 0.0
LUMO level, eV: -5.152

```
! RIJCOSX wB97M-V def2-TZVPD def2/J DEFGRID3
* xyz 2 1
Cd -0.1687 -0.3239 0.6589
O -3.1456 -3.0568 5.5305
C -2.5268 -2.4299 4.5397
C -2.1085 -1.0963 4.5975
C -1.4782 -0.5611 3.5032
N -1.2408 -1.2555 2.3742
C -1.6489 -2.5280 2.3420
Br -1.3059 -3.4625 0.7388
C -2.2870 -3.1627 3.3751
H -3.2775 -2.4890 6.3010
H -2.2723 -0.4906 5.4784
H -1.1435 0.4683 3.5059
H -2.6011 -4.1932 3.3030
N -0.5698 -1.6393 -6.4519
C -0.1715 -0.5260 -5.8221
S 0.4868 0.7871 -6.5363
C -0.2896 -0.5600 -4.3317
C 0.1682 -1.6498 -3.5975
C 0.1377 -1.5890 -2.2182
N -0.3424 -0.5308 -1.5551
C -0.8131 0.5089 -2.2649
C -0.7964 0.5355 -3.6409
H -0.5046 -1.6720 -7.4575
H -1.1030 -2.3552 -5.9878
H 0.5831 -2.5196 -4.0882
H 0.5143 -2.4077 -1.6183
H -1.2058 1.3449 -1.7002
H -1.1533 1.4027 -4.1779
N 5.0702 1.2469 0.4934
C 4.2867 0.0249 0.8742
C 2.7994 0.3898 0.7543
O 2.0048 -0.5507 1.0013
O 2.5427 1.5639 0.4339
H 5.6099 1.1221 -0.3624
H 5.7053 1.5632 1.2249
H 4.3285 1.9635 0.3276
H 4.5218 -0.2594 1.8963
H 4.5376 -0.7992 0.2130
I -3.5583 5.0475 1.2227
C -1.9936 3.7307 1.0260
C -0.6625 4.0288 0.8071
N 0.0027 2.8673 0.7497
N -0.8213 1.8210 0.9197
C -2.0401 2.3360 1.0873
H -0.1639 4.9772 0.6972
H 0.9895 2.6807 0.5901
H -2.8951 1.6972 1.2439
*
```

Results of the natural (NBO) charge analysis, in e, for atoms 1 through 5: 1.686 -0.603 0.410 -0.316 0.072

***

Entry 3:
ORCA calculation (wB97M-V/def2-TZVPD) on a 6-piece molecular cluster, C16H18Cl8F2 overall at a distorted geometry.

Summary:
HOMO-LUMO gap, eV: 9.74
Energy above the lowest of the compared OMol25 structures with the same formula, charge and spin, kcal per mole: 4.2
LUMO level, eV: 0.495

```
! RIJCOSX wB97M-V def2-TZVPD def2/J DEFGRID3
* xyz 0 1
F -2.2707 -2.7623 -6.2049
C -2.1235 -1.9830 -5.1033
C -1.0249 -1.1629 -5.0065
C -0.8315 -0.4418 -3.8424
C -1.7337 -0.5564 -2.7892
C -2.8652 -1.3478 -2.9498
C -3.0655 -2.0623 -4.1114
H -0.3075 -1.1669 -5.8196
H 0.0945 0.1084 -3.7195
H -1.6110 0.1221 -1.9544
H -3.6108 -1.3835 -2.1614
H -3.9284 -2.7027 -4.2393
F 5.5495 3.5338 1.7813
C 4.2555 3.6952 1.5027
C 3.6334 2.8213 0.6404
C 2.2570 2.8956 0.4956
C 1.5473 3.9146 1.1150
C 2.2187 4.8496 1.8823
C 3.5695 4.7063 2.1230
H 4.1620 2.0540 0.0848
H 1.7281 2.2270 -0.1683
H 0.4793 3.9690 0.9449
H 1.6627 5.6849 2.2891
H 4.0888 5.3752 2.7991
C 1.5879 -5.7141 0.5153
Cl 0.9926 -5.2869 2.1034
Cl 3.2255 -5.0809 0.2565
H 1.6017 -6.7899 0.4720
H 0.9861 -5.2419 -0.2430
C -4.3594 2.2109 1.0591
Cl -3.1899 3.5104 0.8944
Cl -3.5800 0.6694 1.3505
H -5.0318 2.4470 1.8710
H -4.9140 2.1389 0.1325
C -0.1081 -1.7122 0.4229
Cl 1.2096 -0.6018 0.0259
Cl -0.3663 -2.9335 -0.8285
H 0.1419 -2.2074 1.3474
H -1.0163 -1.1437 0.5306
C 0.2485 -0.8361 4.6026
Cl -1.4332 -1.1459 4.1257
Cl 1.4001 -1.8630 3.7709
H 0.4360 0.1926 4.3362
H 0.2953 -0.9996 5.6664
*
```

Results of the natural (NBO) charge analysis, in e, for atoms 1 through 5: -0.330 0.400 -0.287 -0.187 -0.232

***

Entry 4:
ORCA calculation (wB97M-V/def2-TZVPD) on C16H18F4N2S5SbSe4Ti as an isolated structure at a distorted geometry.

Summary:
HOMO-LUMO gap (alpha / beta), eV: 6.36 / 6.36
Energy above the lowest of the compared OMol25 structures with the same formula, charge and spin, kcal per mole: 18.6
LUMO level (alpha / beta), eV: 1.597 / 1.598

```
! RIJCOSX wB97M-V def2-TZVPD def2/J DEFGRID3
* xyz -1 1
Ti -0.1817 -0.0012 0.6304
C -1.6671 1.7909 -1.0088
C -0.3409 1.5562 -1.7072
N 0.2036 0.2057 -1.5201
C 1.6300 0.2314 -1.9901
C 2.2480 -1.1109 -2.2909
C -0.6450 -0.7994 -2.2437
C -1.1134 -1.9114 -1.3308
N -1.5705 -1.2743 -0.1010
C -2.7509 -1.5229 0.5117
C -2.8822 -0.9810 1.7983
F -1.7790 -0.2835 2.2342
C -3.9975 -1.0743 2.5863
F -3.9957 -0.5151 3.8041
C -5.1195 -1.7352 2.1196
C -5.0433 -2.2587 0.8428
F -6.1127 -2.8880 0.3303
C -3.9168 -2.1529 0.0475
F -3.9717 -2.6706 -1.1965
H -2.0187 2.7931 -1.2605
H -2.4390 1.0868 -1.3157
H -1.6303 1.7984 0.0835
H -0.5068 1.7474 -2.7746
H 0.4037 2.2658 -1.3461
H 1.6720 0.8729 -2.8795
H 2.1983 0.7216 -1.2003
H 1.8695 -1.5593 -3.2082
H 3.3249 -0.9890 -2.3992
H 2.0946 -1.8128 -1.4773
H -1.5194 -0.2679 -2.6228
H -0.1094 -1.1892 -3.1068
H -1.9010 -2.4508 -1.8530
H -0.3075 -2.6161 -1.1110
H -6.0105 -1.8343 2.7194
C 1.9286 5.0072 0.6661
S 2.4806 3.5136 -0.1963
C 2.9171 2.5372 1.1978
C 2.0566 1.9248 2.0369
S 0.3030 2.0146 1.9950
S 2.7903 1.2767 3.4917
C 4.4366 1.6973 3.1577
S 5.6869 1.3644 4.1500
S 4.6148 2.4756 1.6168
H 1.6537 5.7332 -0.0979
H 2.7372 5.4050 1.2754
H 1.0621 4.7758 1.2826
Se 1.2941 -4.8098 -1.5321
Sb 2.9200 -4.3329 0.1468
Se 4.8323 -3.0467 -0.4693
Se 2.7413 -5.3384 2.2882
Se 1.4305 -1.3689 1.2268
*
```

Results of the natural (NBO) charge analysis, in e, for atoms 1 through 5: 0.931 -0.621 -0.252 -0.485 -0.201

***

Entry 5:
ORCA calculation (wB97M-V/def2-TZVPD) on C16H18F4N2S5SbSe4Ti as an isolated structure at a distorted geometry.

Summary:
HOMO-LUMO gap (alpha / beta), eV: 4.35 / 4.35
Energy above the lowest of the compared OMol25 structures with the same formula, charge and spin, kcal per mole: 96.6
LUMO level (alpha / beta), eV: 0.645 / 0.644

```
! RIJCOSX wB97M-V def2-TZVPD def2/J DEFGRID3
* xyz -1 1
Ti -0.0165 -0.4745 0.1372
C 2.3057 -3.1321 2.6206
C 1.4839 -1.9717 2.0568
N 1.1475 -2.0644 0.6231
C 0.5699 -3.3694 0.2727
C -0.7912 -3.6102 0.9267
C 2.2721 -1.7170 -0.2578
C 2.5369 -0.1800 -0.3519
N 1.5673 0.4685 0.4615
C 1.2546 1.7624 0.5903
C 0.3295 1.9971 1.6437
F 0.1199 0.9043 2.4549
C -0.2925 3.2028 1.8597
F -1.2222 3.3221 2.8038
C 0.0675 4.3001 1.0847
C 1.0543 4.1314 0.1314
F 1.4511 5.2012 -0.5772
C 1.6383 2.9041 -0.1390
F 2.5645 2.7890 -1.1295
H 2.6859 -2.8527 3.5989
H 3.1583 -3.3615 1.9830
H 1.7045 -4.0288 2.7410
H 2.0488 -1.0437 2.2102
H 0.5397 -1.8827 2.6277
H 1.2676 -4.1791 0.5276
H 0.4301 -3.3952 -0.8140
H -0.6985 -3.9084 1.9711
H -1.3154 -4.3984 0.3866
H -1.4193 -2.7101 0.8663
H 2.0305 -2.0832 -1.2616
H 3.1862 -2.2366 0.0660
H 2.5030 0.1308 -1.4139
H 3.5594 0.0418 0.0000
H -0.3959 5.2590 1.2279
C -1.7482 2.5201 -1.4451
S -2.8273 1.1847 -2.0390
C -1.8123 0.6223 -3.3510
C -0.9310 -0.3932 -3.2522
S -0.6706 -1.4158 -1.9067
S -0.0222 -0.7898 -4.7141
C -0.7995 0.3874 -5.7523
S -0.4508 0.5394 -7.3397
S -1.9517 1.3946 -4.9274
H -2.2713 3.0181 -0.6334
H -1.5671 3.2233 -2.2523
H -0.8027 2.0853 -1.0850
Se -4.5677 0.2229 4.1113
Sb -4.2968 0.7861 1.7417
Se -4.4439 3.2148 1.4893
Se -6.1346 -0.2865 0.5327
Se -2.0280 -0.1290 0.8948
*
```

Results of the natural (NBO) charge analysis, in e, for atoms 1 through 5: 1.065 -0.631 -0.231 -0.510 -0.231

***

no.,E_tot (eV)
1,-277630.50084
2,-125498.29290
3,-122498.16670
4,-375952.61792
5,-375949.23400